98
Properties=species:S:1:pos:R:3:mulliken_charge:R:1 method="wB97M-V/def2-TZVPD" homo_energy_ev=-9.9 total_charge=+1 max_force_ev_per_a=1.258 e_lumo_ha=-0.1491 de_lowest_kcal_mol=39.3
Ir 1.8691 -0.3259 -0.7141 1.158
N 0.9325 3.7905 -1.8549 0.114
C 0.8103 2.4974 -1.6123 -0.656
N 1.8295 1.7267 -1.2997 -0.778
C 3.1088 2.2723 -1.2266 0.385
N 4.1548 1.5205 -1.0322 -1.600
N 3.7677 0.2146 -0.8855 1.140
C 4.6389 -0.7267 -0.8820 -0.419
C 4.1147 -2.0780 -0.6955 0.967
C 4.9286 -3.1943 -0.6697 -0.946
C 4.3610 -4.4403 -0.4432 -0.527
C 2.9955 -4.5226 -0.2448 -0.913
C 2.2309 -3.3679 -0.2970 0.002
N 2.7667 -2.1713 -0.5274 0.544
C 3.2711 3.7046 -1.3962 0.720
C 4.5060 4.3459 -1.2479 -0.283
C 4.5954 5.7060 -1.4347 -0.857
C 3.4587 6.4473 -1.7733 -0.480
C 2.2325 5.8354 -1.9195 -0.878
C 2.1494 4.4594 -1.7264 -0.074
H 0.1172 4.3117 -2.1485 0.198
H -0.1712 2.0539 -1.6799 1.063
H 5.6949 -0.5129 -0.9905 0.440
H 5.9927 -3.0788 -0.8216 0.531
H 4.9785 -5.3274 -0.4184 0.444
H 2.5068 -5.4670 -0.0535 0.535
H 1.1594 -3.4079 -0.1692 0.505
H 5.3730 3.7560 -0.9877 0.493
H 5.5472 6.2056 -1.3212 0.421
H 3.5403 7.5154 -1.9223 0.440
H 1.3474 6.4026 -2.1768 0.481
C -5.6417 -3.2377 0.2709 -1.037
O -4.2387 -3.0238 0.2957 -0.241
C -3.5036 -3.7306 1.1903 0.191
C -4.0217 -4.6209 2.1158 -0.563
C -3.1684 -5.2948 2.9832 -0.846
C -1.8043 -5.0896 2.9161 -1.016
C -1.2809 -4.2021 1.9824 0.600
C -2.1180 -3.5045 1.1257 0.024
N -1.6707 -2.6176 0.1196 0.412
C -0.6047 -1.7789 0.2128 -1.776
N -0.1422 -1.5896 1.4570 1.075
C 0.9743 -0.9215 1.9861 -0.977
C 1.9724 -0.2819 1.2751 0.531
C 2.9632 0.4216 1.9647 -0.762
C 2.9562 0.4678 3.3450 -1.343
C 1.9697 -0.1868 4.0720 -0.552
C 0.9863 -0.8767 3.3944 1.218
O -0.0446 -1.5333 3.9851 -0.370
C -0.2679 -1.3101 5.3699 -1.076
N -0.0046 -1.2341 -0.8340 1.094
C -0.3210 -1.4230 -2.2154 0.514
C 0.8003 -1.6023 -3.0408 -0.795
C 0.7165 -1.7308 -4.4160 -1.351
C -0.5228 -1.7100 -5.0286 -0.682
C -1.6491 -1.5282 -4.2487 -0.201
C -1.5719 -1.3579 -2.8718 0.276
O -2.7759 -1.2145 -2.2375 -0.523
C -3.1185 0.1106 -1.7905 -0.574
H -6.0249 -2.6088 -0.5270 0.228
H -6.0992 -2.9433 1.2176 0.399
H -5.8746 -4.2829 0.0573 0.410
H -5.0870 -4.7896 2.1720 0.459
H -3.5827 -5.9822 3.7080 0.405
H -1.1354 -5.6186 3.5810 0.436
H -0.2092 -4.0616 1.9286 0.246
H -2.3538 -2.3863 -0.6048 0.604
H -0.7903 -1.8548 2.1889 0.593
H 3.7370 0.9575 1.4343 0.418
H 3.7258 1.0221 3.8659 0.432
H 1.9643 -0.1358 5.1503 0.461
H -1.1785 -1.8476 5.6165 0.266
H -0.4035 -0.2455 5.5670 0.425
H 0.5577 -1.7004 5.9683 0.352
H 1.7836 -1.6914 -2.5839 0.191
H 1.6179 -1.8738 -4.9964 0.468
H -0.6145 -1.8347 -6.0986 0.421
H -2.6365 -1.4989 -4.6909 0.518
H -3.3285 0.7365 -2.6620 0.441
H -2.3195 0.5492 -1.1968 0.005
H -4.0198 0.0088 -1.1938 0.291
F -1.1162 6.1312 -1.6029 -0.373
C -1.9867 5.2521 -1.0494 -0.105
C -1.6967 4.6537 0.1109 0.504
N -2.5236 3.7372 0.6892 0.273
C -2.0606 2.9859 1.8520 -1.597
C -1.2049 1.7435 1.5078 0.345
O -1.0267 0.9857 2.4637 -0.498
O -0.7801 1.6177 0.3195 -0.212
C -3.7147 3.3745 0.0911 0.388
O -4.4510 2.5225 0.5323 -0.629
N -4.0064 4.0626 -1.0786 -0.024
C -3.2232 4.9840 -1.7662 0.279
O -3.5571 5.4683 -2.8204 -0.623
H -0.7840 4.8720 0.6497 0.348
H -2.9180 2.6643 2.4336 0.429
H -1.4632 3.6605 2.4658 0.370
H -4.8909 3.8233 -1.5055 0.238


86
Properties=species:S:1:pos:R:3:mulliken_charge:R:1 method="wB97M-V/def2-TZVPD" homo_energy_ev=-5.2 total_charge=0 max_force_ev_per_a=3.652 e_lumo_ha=-0.0915 de_lowest_kcal_mol=0.0
C 2.8501 3.0585 -0.4648 -1.126
N 2.5774 2.3235 -1.6774 0.348
C 3.3666 2.4435 -2.7940 0.309
O 4.3326 3.1911 -2.9046 -0.667
C 2.8459 1.4576 -3.8328 0.011
C 3.9059 0.4243 -4.1830 -1.390
C 4.3723 -0.2932 -2.9392 0.296
C 5.4408 0.2089 -2.1884 -0.206
C 5.8530 -0.4408 -1.0252 -0.736
C 5.1955 -1.6024 -0.6033 -0.483
C 4.1383 -2.1172 -1.3612 -0.879
C 3.7382 -1.4671 -2.5305 0.089
N 1.6724 0.8796 -3.1657 0.482
C 0.8733 -0.0271 -3.7269 -0.377
C -0.1754 -0.6834 -3.0290 -0.696
C -1.4761 -0.2385 -3.0377 -0.050
C -2.5782 -0.8219 -2.3203 0.965
C -3.8484 -0.1874 -2.3590 -0.292
C -4.9290 -0.7042 -1.6576 -0.729
C -4.7786 -1.8734 -0.8955 -0.537
C -3.5303 -2.5096 -0.8365 -0.531
C -2.4385 -1.9950 -1.5366 -0.512
C 1.4787 1.3776 -1.7787 -0.465
C 0.1440 2.0113 -1.5574 -1.314
C -0.2794 3.0351 -2.3188 -0.187
C -1.5885 3.6549 -2.2144 0.945
C -1.9099 4.7467 -3.0527 -0.523
C -3.1630 5.3458 -2.9911 -0.549
C -4.1253 4.8642 -2.0883 -0.449
C -3.8194 3.7834 -1.2501 -0.723
C -2.5616 3.1828 -1.3062 -0.442
H 3.7320 3.6838 -0.6316 0.361
H 1.9943 3.6896 -0.1957 0.302
H 3.0457 2.3614 0.3621 0.441
H 2.5322 2.0369 -4.7179 0.390
H 3.4991 -0.2756 -4.9214 0.534
H 4.7418 0.9752 -4.6318 0.591
H 5.9377 1.1247 -2.5187 0.411
H 6.6854 -0.0324 -0.4485 0.399
H 5.5111 -2.1071 0.3111 0.426
H 3.6189 -3.0263 -1.0523 0.403
H 2.9206 -1.8651 -3.1356 0.468
H 1.1042 -0.2749 -4.7678 0.504
H 0.0822 -1.6265 -2.5333 0.462
H -1.7048 0.6466 -3.6424 0.318
H -3.9488 0.7271 -2.9481 0.365
H -5.8958 -0.2010 -1.7045 0.398
H -5.6325 -2.2854 -0.3558 0.377
H -3.4088 -3.4169 -0.2420 0.418
H -1.4675 -2.4896 -1.4855 0.246
H 1.6178 0.5483 -1.0607 0.869
H -0.4730 1.5551 -0.7831 0.546
H 0.3875 3.4421 -3.0877 0.202
H -1.1453 5.1036 -3.7458 0.371
H -3.3955 6.1886 -3.6440 0.379
H -5.1088 5.3320 -2.0379 0.386
H -4.5604 3.4020 -0.5456 0.425
H -2.3238 2.3377 -0.6581 0.416
C 4.0450 -1.0963 4.6289 -0.528
C 3.2218 0.0116 4.3876 -0.523
C 1.8393 -0.1429 4.2991 -0.839
C 1.2406 -1.4262 4.4463 0.868
C -0.1755 -1.5739 4.3227 0.371
C -1.0263 -0.4887 4.0773 0.094
N -1.8072 0.3722 3.8693 -0.764
S -0.8720 -3.2209 4.5328 1.307
C -2.6378 -2.9337 4.3571 -0.432
C -3.4198 -2.6817 5.4844 -0.262
C -4.7993 -2.5093 5.3427 -0.535
C -5.3943 -2.6185 4.0818 -0.452
C -4.6072 -2.8964 2.9594 -0.105
C -3.2289 -3.0688 3.1002 -0.092
O -0.4787 -4.0485 3.4161 -0.657
O -0.6619 -3.6751 5.8874 -0.674
C 2.0957 -2.5311 4.7046 -0.408
C 3.4717 -2.3657 4.7896 -0.762
H 5.1255 -0.9748 4.6963 0.374
H 3.6535 1.0062 4.2665 0.381
H 1.1837 0.7115 4.1120 0.332
H -2.9446 -2.6106 6.4610 0.409
H -5.4038 -2.2881 6.2243 0.352
H -6.4712 -2.4846 3.9726 0.352
H -5.0557 -2.9812 1.9675 0.149
H -2.6038 -3.2965 2.2382 0.367
H 1.6860 -3.5311 4.8402 0.327
H 4.0960 -3.2386 4.9834 0.362